[1]
Computed, not measured: a cluster of 4 separate species, C20H28F3IO13 in total, with ωB97M-V/def2-TZVPD.

ORCA input file:
```
! wB97M-V def2-TZVPD RIJCOSX def2/J DEFGRID3
* xyz 0 1
I -0.532 -2.930 4.798
F -6.441 6.665 -2.452
F 8.138 -3.237 -6.629
F 6.055 -3.593 1.364
O -5.315 4.782 -2.989
O -2.843 2.819 0.796
O 2.776 -2.039 -1.191
O 4.139 -3.023 0.314
O -4.604 2.644 -2.848
O -6.604 3.254 -2.009
O -3.894 -0.408 1.225
O 8.761 -3.296 -2.240
O -4.485 -0.997 3.887
O -3.800 1.130 4.183
O 4.924 -2.483 -1.694
O 8.087 -3.464 -4.382
O 9.431 -1.800 -3.782
C -2.352 3.207 2.069
C -3.827 0.624 0.242
C -3.778 0.107 3.557
C -0.028 -1.433 2.096
C -7.246 4.515 -1.801
C -5.422 3.471 -2.635
C 6.056 -2.935 -0.933
C 5.384 -3.691 0.193
C 1.223 -2.302 2.144
C 8.770 -2.894 -3.356
C 8.073 -2.551 -5.467
C 9.318 -1.726 -5.208
C -6.588 5.382 -2.856
C -4.031 2.048 0.763
C -2.996 -0.276 2.302
C 3.839 -2.467 -0.892
C -2.482 -1.669 2.712
C -1.050 -1.497 3.266
C -1.494 4.452 1.906
C -3.596 -2.134 3.678
H -0.759 4.323 1.110
H -0.967 4.636 2.849
H -0.571 -1.643 1.170
H 1.828 -2.098 1.256
H -7.087 5.378 -3.826
H -1.750 2.408 2.526
H -2.467 -2.280 1.808
H -8.321 4.415 -1.917
H -4.204 -2.954 3.299
H 6.715 -3.538 -1.545
H 0.994 -3.370 2.141
H 0.303 -0.391 2.030
H -2.116 5.326 1.701
H -7.010 4.886 -0.803
H -2.177 0.393 2.034
H 7.138 -1.989 -5.442
H -3.183 3.417 2.754
H -2.897 0.575 -0.339
H -3.216 -2.405 4.660
H 1.842 -2.058 3.012
H -0.991 -0.546 3.801
H 9.239 -0.692 -5.526
H 6.601 -2.073 -0.547
H -4.646 0.398 -0.446
H -4.545 2.023 1.731
H 5.199 -4.747 -0.014
H -4.704 2.546 0.059
H 10.189 -2.195 -5.666
*
```

Its LUMO energy is 0.016 Ha. The HOMO energy is -9.2 eV. The energy comes out at -64063.8080 eV. The SMILES is CCOCCO[C@H]1C(=O)OC[C@@H]1[C@@H](I)CC.O=C1OC[C@@H](F)O1.O=C1OC[C@@H](F)O1.O=C1OC[C@@H](F)O1. The orbital gap comes out at 9.66 eV.

[2]
Computed, not measured: a structure of composition C20H28F3MoO2 in a non-equilibrium geometry, with ωB97M-V/def2-TZVPD.

ORCA input file:
```
! wB97M-V def2-TZVPD RIJCOSX def2/J DEFGRID3
* xyz 1 3
Mo 0.466 3.041 2.024
F -1.486 2.841 4.563
F -0.811 0.806 4.006
F -2.411 1.787 2.845
O -0.737 -2.703 -2.351
O -1.738 -0.437 -0.026
C -0.384 -0.334 -0.556
C 2.308 2.824 3.945
C -0.812 -4.789 -3.038
C 0.230 3.402 -0.165
C -0.539 -2.314 0.771
C 2.713 3.562 2.775
C -1.065 3.238 0.424
C 2.021 1.494 3.546
C 0.505 -1.429 0.087
C -1.258 4.301 1.370
C 0.832 -3.255 -4.185
C -1.223 2.017 3.497
C -0.074 5.119 1.370
C -1.620 -1.298 1.151
C 0.850 4.554 0.430
C -1.593 -2.958 -4.662
C 2.747 2.643 1.665
C 2.280 1.363 2.143
C -0.946 -4.031 -1.744
C -0.571 -3.377 -3.627
H 0.062 -5.431 -3.096
H -0.164 -2.973 1.566
H -1.409 -1.925 -4.983
H 1.050 -2.229 -4.511
H 2.387 3.193 4.967
H -1.934 -4.159 -1.283
H 1.841 4.932 0.191
H -1.493 -3.604 -5.546
H -0.145 -4.251 -1.032
H -2.195 4.523 1.858
H -2.596 -1.737 1.396
H 1.598 -3.580 -3.466
H -2.615 -3.060 -4.283
H 2.265 0.444 1.556
H 0.648 2.750 -0.925
H -1.730 -5.265 -3.373
H -0.490 -0.486 -1.645
H 0.916 -3.901 -5.073
H 1.219 -1.061 0.841
H 0.040 6.046 1.920
H -0.957 -2.894 -0.057
H 1.763 0.669 4.195
H 3.143 2.835 0.670
H 1.074 -1.982 -0.668
H -1.269 -0.707 2.036
H 0.047 0.688 -0.397
H -1.805 2.505 0.127
H 3.066 4.593 2.754
*
```

Its LUMO energy (spin up / spin down) is -0.166 / -0.195 Ha. The HOMO energy (spin up / spin down) is -11.7 / -11.7 eV. The energy comes out at -35287.6153 eV. The expectation value of S² is 2.04. The orbital gap (spin up / spin down) comes out at 7.14 / 6.35 eV.

[3]
Computed, not measured: a structure of composition C20H28HfNO2Se in a non-equilibrium geometry, with ωB97M-V/def2-TZVPD.

ORCA input file:
```
! wB97M-V def2-TZVPD RIJCOSX def2/J DEFGRID3
* xyz 1 1
Hf -0.469 -0.572 1.841
Se 1.270 2.091 5.663
O -0.023 -0.352 -2.860
O 1.899 1.771 0.306
N 0.469 0.509 3.375
C -2.469 -1.039 3.746
C 1.219 -2.323 3.963
C 1.388 2.973 0.993
C 0.120 -1.046 -4.193
C -0.198 2.643 -0.700
C 0.756 3.710 -0.200
C 0.875 1.103 4.335
C 2.321 -2.023 3.161
C -1.134 -1.859 -4.578
C -2.424 0.375 3.922
C 0.532 -2.496 1.744
C 0.712 1.362 -0.524
C -2.466 0.985 2.630
C 0.067 -2.519 3.135
C 0.157 0.267 -5.005
C -2.568 -1.342 2.346
C 0.047 0.919 -3.628
C 1.507 -1.643 -4.416
C 1.914 -1.987 1.797
C -2.661 -0.066 1.635
H -1.219 -2.836 -4.052
H 1.705 -2.584 -3.867
H 1.667 -1.849 -5.498
H -0.641 2.792 -1.701
H -1.030 2.696 0.017
H -1.104 -2.082 -5.660
H 0.039 0.403 -0.081
H 0.271 4.642 0.076
H 1.084 0.449 -5.549
H 2.234 3.433 1.506
H 1.186 1.020 -1.470
H 0.649 2.749 1.783
H 2.264 -0.849 -4.209
H -2.433 0.883 4.879
H -0.867 1.498 -3.547
H 0.918 1.549 -3.399
H 1.245 -2.472 5.055
H -2.518 2.047 2.439
H -2.442 -1.757 4.569
H -2.894 -2.293 1.945
H 0.109 -3.080 0.928
H -2.064 -1.253 -4.455
H -0.708 0.365 -5.646
H 1.468 3.873 -1.019
H -2.860 0.075 0.580
H 3.365 -1.934 3.505
H 2.562 -1.878 0.928
H -0.826 -3.051 3.455
*
```

Its LUMO energy is -0.158 Ha. The HOMO energy is -11.2 eV. The energy comes out at -93421.5583 eV. The orbital gap comes out at 6.91 eV.

[4]
Computed, not measured: a structure of composition C20H28InN2Si in a non-equilibrium geometry, with ωB97M-V/def2-TZVPD.

ORCA input file:
```
! wB97M-V def2-TZVPD RIJCOSX def2/J DEFGRID3
* xyz 1 1
In 1.321 0.642 1.191
Si -1.032 0.074 -0.707
N 2.886 1.764 -0.422
N 2.252 2.644 2.256
C -2.677 -3.601 -1.977
C -4.924 0.748 0.699
C -1.225 -1.713 -1.483
C 3.334 -1.271 1.975
C -1.665 -4.190 -2.738
C 3.416 -0.382 3.090
C -0.534 -3.430 -3.065
C 5.008 0.241 1.558
C 4.451 0.550 2.826
C -3.699 0.899 0.031
C -2.066 0.729 -2.513
C -2.572 0.148 0.404
C 3.649 2.870 0.229
C 2.830 3.586 1.270
C -3.874 -0.801 2.228
C -5.007 -0.071 1.832
C 4.333 -0.884 1.038
C -0.264 -2.245 -2.366
C -2.658 -0.689 1.533
C -2.445 -2.383 -1.328
H -3.627 1.556 -0.834
H -1.807 -5.208 -3.106
H 5.869 0.738 1.111
H 3.470 4.313 1.789
H -4.076 0.371 -4.516
H 4.596 -1.426 0.127
H -4.319 -0.364 -4.429
H 2.963 2.275 2.901
H 4.817 1.314 3.512
H -3.966 -1.470 3.081
H 4.539 2.421 0.691
H 1.542 3.087 2.835
H -5.818 1.269 0.337
H -5.955 -0.134 2.393
H -1.789 -1.270 1.848
H 2.835 -0.453 4.010
H 0.662 -1.703 -2.537
H 2.349 2.111 -1.231
H -1.365 0.388 -3.307
H 2.691 -2.144 1.907
H 3.495 1.024 -0.783
H 0.132 -3.800 -3.856
H -3.230 -1.937 -0.724
H 2.010 4.124 0.778
H -2.095 1.832 -2.452
H -3.091 0.356 -2.710
H -3.654 -4.082 -1.851
H 3.985 3.577 -0.547
*
```

Its LUMO energy (spin up / spin down) is -0.199 / -0.199 Ha. The HOMO energy (spin up / spin down) is -10.7 / -10.7 eV. The energy comes out at -37215.9076 eV. The orbital gap (spin up / spin down) comes out at 5.32 / 5.32 eV.